(1)
ORCA calculation (the ωB97M-V functional and the def2-TZVPD basis) on a cluster of 5 separate species, C10H15BCl16NO in total in a non-equilibrium geometry.

The calculation puts the orbital gap at 6.58 eV. As for the net charge: -1. The HOMO energy is -0.1814 Ha. Its lowest unoccupied orbital energy is 1.642 eV.

Last column: natural (NBO) charge in e.
Positions of all 44 atoms, in Å:
B -0.25291 -1.32168 1.62143  -0.3915
C 0.07012 -0.91600 0.05024  -0.6290
C 0.57328 -2.07301 -0.81671  -0.3866
C 1.90638 -2.71141 -0.41284  -0.4114
C 3.13846 -2.18042 -1.17579  -0.2149
N 3.01662 -0.76409 -1.50799  -0.6466
C 4.15110 -0.19264 -2.10175  0.6958
C 4.14662 1.32307 -2.09393  -0.7082
O 5.09335 -0.82274 -2.55213  -0.6076
H 0.81805 -1.45023 2.20827  -0.0928
H -0.94379 -0.46897 2.17627  -0.0713
H -0.88637 -2.38415 1.67082  -0.0811
H -0.87945 -0.60067 -0.39941  0.1726
H 0.72109 -0.03728 -0.02260  0.1780
H -0.19775 -2.84479 -0.77949  0.2034
H 0.61495 -1.76341 -1.87354  0.1399
H 2.10661 -2.65461 0.65120  0.2277
H 1.84107 -3.77155 -0.66990  0.1882
H 4.01139 -2.27373 -0.53012  0.1955
H 3.34811 -2.80824 -2.04492  0.1727
H 2.21990 -0.58890 -2.10963  0.3884
H 4.45483 1.68320 -3.07181  0.2182
H 3.14845 1.69885 -1.88211  0.2210
H 4.82807 1.66960 -1.32380  0.2362
C -2.65833 2.35330 0.44266  -0.2209
Cl -3.97851 3.53533 0.28483  0.0125
Cl -3.29098 0.73357 0.19254  0.0849
Cl -1.42342 2.70094 -0.77468  0.0454
Cl -1.95202 2.48734 2.04902  0.0759
C 2.84887 -3.05649 4.08301  -0.2192
Cl 4.16304 -4.05787 4.74633  0.0131
Cl 3.53070 -1.84536 3.00383  0.0732
Cl 1.71828 -4.08295 3.21242  0.0879
Cl 2.01226 -2.25203 5.41574  0.0474
C -6.42279 6.13894 2.58662  -0.2267
Cl -6.46420 5.73083 0.86909  0.0591
Cl -7.73857 5.30330 3.41959  0.0515
Cl -4.87895 5.64295 3.27395  0.0757
Cl -6.62539 7.88663 2.77863  0.0437
C -3.17414 -0.19305 -3.71685  -0.2253
Cl -4.00951 -1.25131 -2.58167  0.0637
Cl -1.44323 -0.26209 -3.40955  0.0799
Cl -3.51088 -0.72400 -5.37530  0.0323
Cl -3.75042 1.46581 -3.50998  0.0493

***

(2)
ORCA calculation (the ωB97M-V functional and the def2-TZVPD basis) on a structure of composition C10H15BClN4O2S in a non-equilibrium geometry.

The calculation puts the orbital gap at 5.10 eV. As for the net charge: -1. The HOMO energy is -0.1297 Ha. Its lowest unoccupied orbital energy is 1.573 eV.

Last column: natural (NBO) charge in e.
Positions of all 34 atoms, in Å:
C 2.43088 -2.51373 0.32530  -0.6336
C 2.98627 -1.53638 -0.71317  -0.3990
C 2.26908 -0.18121 -0.67662  -0.4334
C 2.18930 0.42008 0.72892  -0.0885
O 0.92896 0.20633 1.39494  -0.5089
C -0.16489 0.75017 0.79712  0.2536
C -1.20275 -0.17417 0.44811  -0.1428
C -2.36304 0.17488 -0.17814  -0.4241
B -3.47873 -0.86179 -0.57387  1.0655
N -3.17641 -2.10180 -1.28332  -1.1137
O -4.79626 -0.58075 -0.28046  -0.8800
C -2.50420 1.56669 -0.47669  0.1149
N -3.54679 2.11873 -1.11616  -0.6251
S -3.21832 3.68898 -1.22327  0.9027
N -1.78992 3.77357 -0.48477  -0.6518
C -1.49874 2.52134 -0.12610  0.1400
C -0.31582 2.08347 0.53667  0.0825
N 0.63550 3.05133 0.88600  -0.7971
H 1.32858 -2.41083 0.30062  0.1465
H 2.81245 -2.28802 1.33070  0.2633
H 2.71368 -3.53210 0.07938  0.2144
H 4.06830 -1.44635 -0.65711  0.2352
H 2.77592 -1.97691 -1.69892  0.1749
H 2.84514 0.52405 -1.28776  0.1976
H 1.29922 -0.27554 -1.17282  0.2009
H 2.48866 1.46918 0.69425  0.1620
H 2.93208 -0.08923 1.34540  0.2352
H -1.02818 -1.21124 0.71224  0.2298
H -2.96848 -2.86437 -0.64855  0.3924
H -4.01881 -2.35284 -1.79443  0.3744
H -4.83004 0.04367 0.45120  0.4929
H 1.21793 2.75018 1.65672  0.3812
H 0.19361 3.92160 1.15470  0.3788
Cl 4.78581 -2.66699 1.54985  -0.9408

***

(3)
ORCA calculation (the ωB97M-V functional and the def2-TZVPD basis) on a structure of composition C10H15Br in a non-equilibrium geometry.

The calculation puts the orbital gap (spin up / spin down) at 7.61 / 7.61 eV. The HOMO energy (spin up / spin down) is -0.3224 / -0.3225 Ha. Its lowest unoccupied orbital energy (spin up / spin down) is -1.168 / -1.167 eV.

Last column: natural (NBO) charge in e.
Positions of all 26 atoms, in Å:
C 0.34125 -0.85859 1.32734  -0.1449
C 0.23889 -1.63047 2.27496  0.1416
C 0.58236 -0.00414 0.28749  0.2324
C 0.04983 -0.15570 -1.14363  -0.0521
C -0.12546 1.16161 -0.35752  -0.0443
C -0.06173 -2.36929 3.39155  -0.7082
C 1.10869 -0.05723 -2.20525  -0.6406
C -1.10567 -1.11566 -1.42147  -0.6164
C 0.60427 2.35148 -1.00880  -0.6019
C -1.36434 1.54524 0.40435  -0.6112
Br 3.03708 0.77813 0.72377  -0.3999
H -0.37069 -1.88970 4.34842  0.2510
H 0.73768 -3.10892 3.56228  0.2585
H -1.06971 -3.00478 3.13347  0.2490
H 0.90634 0.46551 -3.08863  0.2152
H 1.33582 -1.11074 -2.45772  0.2187
H 2.18799 0.23509 -1.94591  0.2621
H -0.71148 -2.12033 -1.51205  0.2279
H -1.60472 -0.78420 -2.33832  0.2229
H -1.85790 -0.92014 -0.68829  0.2180
H 1.39998 2.44628 -0.42777  0.2438
H -0.01874 3.18302 -0.64136  0.2079
H 0.77241 2.42700 -2.04301  0.2208
H -2.17204 1.86389 -0.20365  0.2165
H -1.23725 2.09338 1.27057  0.2269
H -1.60287 0.57925 0.75917  0.2062

***

(4)
ORCA calculation (the ωB97M-V functional and the def2-TZVPD basis) on a structure of composition C10H15Br15I2OSi in a non-equilibrium geometry.

The calculation puts the orbital gap at 8.96 eV. The HOMO energy is -0.3412 Ha. Its lowest unoccupied orbital energy is -0.321 eV.

Last column: natural (NBO) charge in e.
Positions of all 44 atoms, in Å:
C 1.43625 -0.13375 -0.54084  -0.6676
C 0.85715 -0.57746 0.81796  -0.2787
I 1.67805 -2.49982 1.37662  0.0526
C 1.01355 0.44914 2.00445  -0.9060
Si 2.34563 1.78968 1.81173  1.1365
C 1.61475 3.55765 1.83321  -0.9684
C 0.40814 3.71326 2.74705  0.5294
O 0.45234 3.72254 3.89869  -0.4985
I -1.53700 3.96702 1.78593  -0.0456
H 1.03405 0.83737 -0.88416  0.2180
H 2.53656 -0.17277 -0.58671  0.2255
H 1.10000 -0.87953 -1.29100  0.2289
H -0.22466 -0.70916 0.66273  0.2230
H 0.02137 0.88432 2.23199  0.2557
H 1.28902 -0.12971 2.90561  0.2632
H 3.26163 1.68666 2.97051  -0.1659
H 3.18963 1.68432 0.61771  -0.1615
H 1.40498 3.93147 0.81527  0.2636
H 2.39590 4.23733 2.23059  0.2750
C 3.30598 -2.08554 -4.43990  -0.4959
Br 4.34822 -1.29196 -3.02167  0.0899
Br 2.99675 -3.96618 -4.13689  0.0947
Br 1.65626 -1.12816 -4.73519  0.0889
H 3.88905 -2.00104 -5.34803  0.2248
C -3.42152 -0.69075 -0.15977  -0.4986
Br -2.86391 -2.11484 1.01976  0.0910
Br -4.10418 0.82414 0.81869  0.0953
Br -2.00799 -0.17200 -1.36719  0.0810
H -4.23327 -1.07658 -0.76515  0.2248
C -7.22847 -2.39497 -1.39259  -0.4978
Br -6.65822 -3.81142 -0.21346  0.1017
Br -7.90434 -0.87588 -0.41391  0.1008
Br -5.82625 -1.88359 -2.61928  0.0892
H -8.04582 -2.78251 -1.98737  0.2279
C 1.66840 3.45143 -5.08698  -0.4955
Br 3.54812 3.16473 -4.75570  0.0936
Br 1.09840 2.63068 -6.73995  0.0929
Br 0.58566 2.88637 -3.59018  0.0867
H 1.52359 4.51850 -5.19713  0.2254
C 0.78094 -3.31764 5.67575  -0.4984
Br -0.60466 -2.54173 4.58239  0.0932
Br 1.19544 -2.20696 7.19900  0.0902
Br 0.34961 -5.12445 6.20162  0.0880
H 1.67489 -3.36821 5.06578  0.2268

***

(5)
ORCA calculation (the ωB97M-V functional and the def2-TZVPD basis) on a structure of composition C10H15BrClN3O6Rh.

The calculation puts the orbital gap at 9.19 eV. As for the net charge: +1. The HOMO energy is -0.4971 Ha. Its lowest unoccupied orbital energy is -4.334 eV.

Last column: natural (NBO) charge in e.
Positions of all 37 atoms, in Å:
Rh 0.15322 -0.08155 -0.43946  1.1599
N 1.08014 0.89464 1.22062  -0.7746
C 2.39740 0.48537 1.79844  -0.2184
C 3.43372 0.19018 0.72772  -0.4250
C 3.21984 -1.15941 0.02001  -0.4359
C 2.99868 -1.01918 -1.47358  -0.2176
N 1.72771 -0.28686 -1.79807  -0.7287
H 1.10777 1.89322 1.04412  0.3983
H 0.38464 0.77270 1.95774  0.4145
H 2.21964 -0.39492 2.41605  0.2215
H 2.73938 1.28420 2.45788  0.2132
H 4.41835 0.21495 1.19466  0.2440
H 3.43000 1.01068 0.00260  0.1965
H 2.37271 -1.69039 0.45502  0.2256
H 4.08091 -1.80956 0.17435  0.2455
H 2.94226 -1.99805 -1.94655  0.2256
H 3.82435 -0.47701 -1.93467  0.2095
H 1.23736 -0.79750 -2.53240  0.4242
H 1.94518 0.62160 -2.19771  0.4006
O -2.12324 -2.36905 1.51481  -0.6891
Cl -1.10594 -1.41576 1.56786  2.5235
O -0.76915 -0.98730 2.87244  -0.7620
O -1.50999 -0.18830 0.75863  -0.7958
O 0.12084 -1.84361 0.85184  -0.7997
Br 1.52586 3.32953 -0.99300  0.1180
C -0.20724 2.80512 -1.51874  0.1463
C -1.04048 3.77218 -2.05079  -0.2505
C -2.26071 3.38589 -2.58117  -0.0984
C -2.57718 2.03810 -2.62900  -0.1875
C -1.69974 1.13464 -2.07675  0.1174
N -0.55407 1.51665 -1.46462  -0.4327
C -1.89565 -0.36699 -2.25396  0.7388
O -2.82849 -0.78386 -2.87788  -0.5278
O -0.89256 -1.07117 -1.78520  -0.6712
H -0.71747 4.80246 -2.05929  0.2603
H -2.93172 4.12902 -2.99015  0.2526
H -3.47229 1.65076 -3.09570  0.2790

***

(6)
ORCA calculation (the ωB97M-V functional and the def2-TZVPD basis) on a structure of composition C10H15BrCuGa in a non-equilibrium geometry.

The calculation puts the orbital gap at 5.19 eV. The HOMO energy is -0.2913 Ha. Its lowest unoccupied orbital energy is -2.740 eV.

Last column: natural (NBO) charge in e.
Positions of all 28 atoms, in Å:
C 0.21162 1.38334 -3.76968  -0.6270
C -1.16945 1.58676 -2.94183  -0.4246
C -1.90179 0.18964 -2.63566  -0.6872
Br -3.86209 0.51828 -2.49601  -0.0720
Ga -1.22743 -0.80632 -0.96309  0.8972
C -0.59919 0.43488 0.57841  -0.9444
C 0.42308 -0.25534 1.61214  -0.0303
C 0.49866 -1.80221 1.76188  -0.2118
C 1.46416 -2.52434 2.75766  -0.1850
C 2.34848 -1.62496 3.65975  -0.2319
C 2.30189 -0.06315 3.53538  -0.2032
C 1.34431 0.63298 2.52763  -0.3606
H -0.05404 1.13771 -4.85593  0.2135
H 0.81140 0.52429 -3.31477  0.2148
H 0.80823 2.36359 -3.70120  0.2087
H -1.03188 2.14894 -1.95677  0.1775
H -1.86608 2.22375 -3.60723  0.2056
H -1.73807 -0.48758 -3.54667  0.2181
H -2.50403 -1.62197 -0.37403  -0.3018
H -0.13469 -1.95714 -1.30722  -0.2897
H -0.21147 1.45719 0.22129  0.2277
H -1.56145 0.66399 1.21144  0.1228
H -0.16646 -2.47379 1.12659  0.2637
H 1.50474 -3.65857 2.81583  0.2398
H 3.03707 -2.13868 4.40333  0.2299
H 3.00365 0.51321 4.22819  0.2307
H 1.33415 1.77487 2.46503  0.2029
Cu -1.06328 1.86064 2.56555  0.9166